57
Properties=species:S:1:pos:R:3:lowdin_charge:R:1 method="wB97M-V/def2-TZVPD" multiplicity=1 homo_lumo_gap_ev=8.88 max_force_ev_per_a=0.9 total_energy_ha=-1892.58086 e_homo_ev=-8.639 lumo_ev=0.2 smiles="O=C(CCCCn1c(=O)c2ccccc2n(Cc2ccc(Cl)cc2)c1=O)NCc1ccco1" de_lowest_kj_mol=74.5
O -0.37 -0.50 -1.82 0.056
C -1.06 -1.30 -1.23 -0.478
C -2.45 -1.73 -1.66 -0.104
C -3.03 -0.91 -2.81 -0.178
C -3.04 0.60 -2.60 -0.166
C -3.61 1.08 -1.27 -0.101
N -2.59 1.17 -0.22 0.093
C -2.65 0.32 0.86 -0.384
O -3.54 -0.50 0.97 0.063
C -1.57 0.48 1.83 -0.075
C -1.55 -0.35 2.95 -0.015
C -0.52 -0.26 3.87 -0.080
C 0.50 0.66 3.65 -0.062
C 0.49 1.49 2.55 0.006
C -0.56 1.42 1.62 -0.131
N -0.63 2.25 0.53 0.056
C 0.37 3.28 0.31 -0.077
C 1.73 2.71 -0.02 -0.213
C 2.88 3.27 0.52 -0.047
C 4.13 2.76 0.22 -0.101
C 4.22 1.67 -0.63 -0.673
Cl 5.78 1.00 -0.99 0.670
C 3.09 1.10 -1.19 -0.087
C 1.85 1.63 -0.89 -0.020
C -1.66 2.18 -0.39 -0.423
O -1.76 2.99 -1.29 0.099
N -0.66 -1.89 -0.08 0.094
C 0.68 -1.72 0.46 -0.076
C 1.53 -2.93 0.20 -0.253
C 2.19 -3.34 -0.92 -0.019
C 2.79 -4.58 -0.58 -0.063
C 2.45 -4.82 0.71 -0.126
O 1.68 -3.83 1.19 0.047
H -3.11 -1.69 -0.80 0.098
H -2.38 -2.78 -1.97 0.128
H -4.06 -1.26 -2.98 0.113
H -2.46 -1.12 -3.72 0.114
H -3.62 1.05 -3.41 0.116
H -2.02 0.98 -2.70 0.097
H -4.38 0.41 -0.90 0.127
H -4.03 2.08 -1.40 0.129
H -2.36 -1.06 3.08 0.122
H -0.50 -0.90 4.74 0.105
H 1.31 0.74 4.36 0.110
H 1.30 2.19 2.41 0.100
H 0.43 3.93 1.19 0.136
H 0.01 3.87 -0.54 0.135
H 2.80 4.12 1.18 0.117
H 5.02 3.19 0.65 0.104
H 3.17 0.26 -1.85 0.108
H 0.97 1.20 -1.34 0.095
H -1.25 -2.58 0.35 0.155
H 1.11 -0.85 -0.04 0.111
H 0.62 -1.55 1.54 0.120
H 2.24 -2.83 -1.85 0.111
H 3.40 -5.19 -1.22 0.099
H 2.68 -5.63 1.37 0.117